1.
DFT (wB97M-V/def2-TZVPD) results for the ion C8H14N3O with charge +1 at a distorted geometry.

CARTESIAN COORDINATES (ANGSTROEM)
C (1.20, 1.19, 1.43)
C (2.28, -0.10, -0.36)
C (2.38, 1.13, 0.52)
C (-1.70, -0.89, 0.40)
C (-0.63, -2.01, 0.52)
C (1.37, -1.20, -0.14)
C (-0.32, 0.98, -0.20)
C (-2.55, 1.06, -0.65)
N (-0.01, 0.87, 1.03)
N (2.95, 0.03, -1.46)
N (-1.50, 0.06, -0.66)
O (0.63, -1.45, 0.87)
H (1.27, 1.38, 2.49)
H (2.69, 2.04, -0.03)
H (3.14, 0.90, 1.25)
H (-2.65, -1.28, 0.12)
H (-1.76, -0.43, 1.36)
H (-0.86, -2.61, 1.28)
H (-0.45, -2.54, -0.40)
H (1.19, -1.84, -0.99)
H (0.02, 1.77, -0.87)
H (-2.43, 1.85, -1.46)
H (-3.57, 0.61, -0.79)
H (-2.65, 1.43, 0.39)
H (3.10, -0.72, -2.09)
H (-1.16, -0.22, -1.54)

Values from the calculation:
multiplicity	1
maximum force	0.111	hartree/bohr
E_HOMO (alpha / beta)	-11.7 / -11.2	eV
energy above the lowest of the compared OMol25 structures with the same formula, charge and spin	577.41	kJ/mol
orbital gap (alpha / beta)	0.29321 / 0.25378	Ha
total charge	+1

***

2.
DFT (wB97M-V/def2-TZVPD) results for the molecule C11H21N3O5 at a distorted geometry.

CARTESIAN COORDINATES (ANGSTROEM)
C (-0.71, -1.93, 0.57)
C (-1.34, -1.35, -0.75)
C (-0.24, -3.40, 0.24)
C (0.67, -4.04, 1.28)
C (2.17, -3.82, 1.09)
C (0.34, 0.41, -1.12)
C (1.61, -0.47, -1.08)
C (0.06, 1.33, 0.15)
C (0.65, 2.81, 0.18)
C (-0.01, 3.70, -0.81)
C (-1.50, 4.02, -0.65)
H (-2.56, -2.36, 1.05)
H (-2.07, -1.17, 1.97)
H (0.15, -1.40, 0.90)
H (0.27, -3.43, -0.74)
H (-1.23, -3.96, 0.12)
H (0.53, -3.72, 2.32)
H (0.57, -5.11, 1.40)
H (1.92, -3.09, -0.53)
H (-1.16, -0.29, -2.49)
H (0.49, 1.08, -1.95)
H (0.39, 0.91, 1.12)
H (-1.02, 1.50, 0.29)
H (1.74, 2.77, 0.09)
H (0.48, 3.11, 1.29)
H (0.44, 4.73, -0.77)
H (0.16, 3.30, -1.78)
H (-1.91, 4.60, -1.48)
H (-2.05, 3.08, -0.45)
H (-2.42, 4.79, 1.08)
H (-1.24, 5.75, 0.65)
H (3.41, -0.31, -0.83)
N (-1.73, -2.10, 1.59)
N (-0.79, -0.39, -1.55)
N (-1.51, 4.75, 0.66)
O (-2.53, -1.72, -0.96)
O (2.93, -3.91, 1.99)
O (2.65, -3.47, -0.07)
O (1.65, -1.57, -1.13)
O (2.71, 0.33, -0.92)

Values from the calculation:
multiplicity	1
maximum force	0.241	hartree/bohr
E_HOMO	-9.7	eV
energy above the lowest of the compared OMol25 structures with the same formula, charge and spin	201.14	kJ/mol
orbital gap	0.37189	Ha
total charge	0